# 1
Computed, not measured: a cluster of 3 separate species, C4H10O3 in total, with ωB97M-V/def2-TZVPD.

Element x y z (Å)
1 C -2.1957 1.1775 -0.6324
2 C -1.5069 0.8669 -1.7434
3 C -0.1408 0.2490 -1.4737
4 C -0.0461 -1.0067 -0.8862
5 O 1.2092 -1.3862 -0.5073
6 H -3.1608 1.6990 -0.7038
7 H -1.7964 1.0938 0.3841
8 H -1.7996 1.1112 -2.6484
9 H 0.7989 0.8545 -1.6959
10 H -0.9254 -1.6304 -0.7489
11 H 1.1775 -1.9751 0.3348
12 O 0.9640 -1.2696 2.3579
13 H 1.1902 -0.3126 2.2723
14 H 1.0812 -1.5440 3.2606
15 O 0.9453 1.4460 1.4313
16 H 0.1466 1.4658 0.8268
17 H 1.6770 1.1969 0.8767

Summary:
Relative energy (zero: lowest compared OMol25 entry of this formula, charge and spin) (kcal per mole): 59.2
Highest occupied orbital energy (eV): -8.613
Frontier orbital gap (eV): 9.3
DFT total energy (eV): -10450.6749
SMILES: C=C/C=C/O.O.O

=====

# 2
Computed, not measured: the molecule C6H10N2O, with ωB97M-V/def2-TZVPD.

Element x y z (Å)
1 H -3.9234 -1.3610 -0.1577
2 N -3.6620 -0.3355 -0.1157
3 C -2.4616 -0.0230 0.0078
4 C -1.9941 1.3616 -0.0639
5 N -1.3243 -0.8427 0.2213
6 C 0.0382 -0.7283 0.0225
7 C 0.8715 0.2863 -0.0259
8 C 2.3165 0.2599 -0.0936
9 C 3.2081 -1.0740 -0.1568
10 O 2.8978 1.3253 0.1172
11 H -1.7634 1.6007 1.0704
12 H -2.8600 2.0002 -0.3812
13 H -1.0546 1.5334 -0.8000
14 H -1.6484 -1.8402 0.3636
15 H 0.3765 -1.7835 -0.0004
16 H 0.4817 1.2746 0.0113
17 H 4.3233 -0.8225 -0.3512
18 H 2.7650 -2.1408 -0.6972
19 H 3.1534 -1.3106 1.1244

Summary:
Relative energy (zero: lowest compared OMol25 entry of this formula, charge and spin) (kcal per mole): 71.6
Highest occupied orbital energy (eV): -9.062
Frontier orbital gap (eV): 9.5
DFT total energy (eV): -11408.9836
SMILES: [H]/N=C(/C)N/C=C/C(C)=O

=====

# 3
Computed, not measured: a cluster of 2 separate species, C2H7OPS in total, with ωB97M-V/def2-TZVPD.

Element x y z (Å)
1 C -0.0140 -0.2741 -1.5738
2 C -0.4617 -0.2300 -0.1738
3 P 0.4915 0.6383 0.8662
4 O -0.1841 0.1453 2.3043
5 H 1.0788 -0.2053 -1.8609
6 H -0.3248 -1.2603 -2.0093
7 H -0.4701 0.4525 -2.1271
8 H -1.0652 -1.0552 0.2681
9 H -0.8672 -0.5068 2.1876
10 S -4.5903 0.0289 -1.1035
11 H -5.8377 -0.3573 -1.3066
12 H -4.2110 -0.4215 -2.3535

Summary:
Relative energy (zero: lowest compared OMol25 entry of this formula, charge and spin) (kcal per mole): 54.3
Highest occupied orbital energy (eV): -8.733
Frontier orbital gap (eV): 9.2
DFT total energy (eV): -24357.7165
SMILES: C/C=P/O.S

=====

# 4
Computed, not measured: a cluster of 2 separate species, C4H7N2O in total, with ωB97M-V/def2-TZVPD.

Element x y z (Å)
1 C -0.6209 -0.9773 -2.0266
2 C -1.9497 -0.2702 0.0454
3 C -0.8394 0.7903 -0.1344
4 C -0.6991 -0.5865 -0.6966
5 N -0.7241 -1.5877 -3.0139
6 N 1.8300 -0.2996 1.1585
7 O 3.0674 0.3744 0.9663
8 H 1.7386 -0.7779 0.3185
9 H -2.1197 -0.7023 0.9771
10 H -2.8461 -0.1080 -0.4954
11 H -1.1005 1.6815 -0.7301
12 H -0.2690 1.0810 0.7926
13 H 3.2504 0.8814 1.7689
14 H 1.2821 0.5009 1.0699

Summary:
Relative energy (zero: lowest compared OMol25 entry of this formula, charge and spin) (kcal per mole): 42.7
Highest occupied orbital energy (eV): -2.319
Frontier orbital gap (eV): 6.0
DFT total energy (eV): -9285.5056
Net charge: -1

=====

# 5
Computed, not measured: the molecule C4H8O2, with ωB97M-V/def2-TZVPD.

Element x y z (Å)
1 C 2.3703 1.1341 0.6184
2 C 1.5483 0.3686 1.3245
3 O 0.2779 -0.0185 1.0099
4 O -0.1625 0.7046 -0.1403
5 C -0.7404 -0.2377 -1.0337
6 C -2.0102 -0.8784 -0.5017
7 H 3.3454 1.3596 1.0305
8 H 2.1013 1.5509 -0.3442
9 H 1.7931 -0.0566 2.2963
10 H 0.0066 -0.9912 -1.3085
11 H -0.9543 0.3753 -1.9173
12 H -2.7112 -0.1073 -0.1698
13 H -1.7966 -1.5454 0.3378
14 H -2.4934 -1.4637 -1.2918

Summary:
Relative energy (zero: lowest compared OMol25 entry of this formula, charge and spin) (kcal per mole): 97.0
Highest occupied orbital energy (eV): -8.992
Frontier orbital gap (eV): 10.1
DFT total energy (eV): -8369.0743
SMILES: C=COOCC

=====

# 6
Computed, not measured: a structure of composition C13H29AsFS, with ωB97M-V/def2-TZVPD.

Element x y z (Å)
1 C -3.4269 1.7374 -0.5599
2 C -2.2399 1.8793 -1.5189
3 C -1.0327 2.6688 -0.9894
4 As -0.5198 2.3789 0.9559
5 F 0.2987 4.0839 0.9198
6 S -0.0534 2.3833 3.3167
7 C 1.2797 1.5970 0.5479
8 C 1.6159 0.3117 1.2939
9 C 2.8206 -0.4425 0.7105
10 C 3.5953 -1.0622 1.8900
11 C 2.4431 -1.6185 -0.1939
12 C 1.3066 -1.3787 -1.2146
13 C 0.3537 -2.5731 -1.0703
14 C -1.0033 -2.4210 -0.9898
15 C -1.7597 -1.7878 -2.1165
16 C -1.7387 -2.8526 0.2446
17 H -3.2822 0.9246 0.1442
18 H -4.3289 1.5383 -1.1398
19 H -3.5969 2.6400 0.0211
20 H -1.9083 0.8812 -1.8096
21 H -2.6213 2.3917 -2.4046
22 H -1.2914 3.7252 -1.0592
23 H -0.1831 2.5223 -1.6561
24 H -1.8017 3.1241 1.3782
25 H -1.2101 0.9784 1.0514
26 H 0.1670 1.0973 3.6130
27 H 2.0146 2.3546 0.8075
28 H 1.3857 1.4409 -0.5264
29 H 1.9168 0.6349 2.2872
30 H 0.7512 -0.3435 1.4357
31 H 3.5013 0.2674 0.2412
32 H 4.4122 -1.6719 1.4964
33 H 2.9358 -1.7566 2.4087
34 H 3.9647 -0.3044 2.5730
35 H 3.3295 -1.8843 -0.7696
36 H 2.1539 -2.4542 0.4388
37 H 1.7262 -1.3898 -2.2239
38 H 0.7319 -0.4802 -1.0328
39 H 0.8093 -3.5564 -1.0029
40 H -1.1115 -1.0519 -2.5945
41 H -2.6248 -1.2268 -1.7542
42 H -2.0689 -2.5529 -2.8212
43 H -1.0461 -3.3770 0.8960
44 H -2.0325 -1.9228 0.7338
45 H -2.6315 -3.4519 0.0423

Summary:
Relative energy (zero: lowest compared OMol25 entry of this formula, charge and spin) (kcal per mole): 0.0
Highest occupied orbital energy (eV): -3.921
Frontier orbital gap (eV): 6.9
DFT total energy (eV): -88340.2552
Net charge: -1